C67H142N4O33 | the ωB97M-V functional and the def2-TZVPD basis

Calculated values
**Total energy**: -5339.58419 a.u.
**Orbital gap**: 10.2 eV
**Charge**: 0

XYZ file:
```
246
Properties=species:S:1:pos:R:3:forces:R:3:mulliken_charge:R:1
H -0.966791 -2.826272 -0.098208 -0.368 -0.158 0.309 -0.11
H -1.087212 4.455606 4.046890 -0.898 -0.295 -0.197 0.19
H -5.033766 -1.146466 -3.204865 -0.249 0.237 -0.428 -0.55
C -5.270638 -5.195471 -3.751826 -1.434 0.631 1.230 -0.39
C 2.456898 -3.268983 -2.152314 -4.302 2.426 -0.431 -0.31
H 3.353478 0.732151 -3.297264 -0.600 -0.825 0.247 -0.41
H 4.276668 4.480244 -1.630291 -0.151 -0.026 0.176 0.71
H -5.351043 4.258884 -5.951228 0.231 0.205 -0.950 0.49
C 1.167587 -2.540474 -2.324401 0.381 -0.235 0.321 3.99
H -3.007525 -1.430829 -5.447812 0.331 0.238 0.319 0.37
C 1.067825 2.045345 -3.131395 -0.195 2.333 1.456 -0.55
C -1.935637 4.875833 -0.765426 0.660 0.340 -1.373 0.01
C -3.478077 2.216870 2.234137 -0.524 0.158 -1.037 0.10
H -2.559315 -1.968301 0.252425 -0.014 0.284 1.248 0.28
H -3.967277 6.008808 2.304588 -0.173 0.099 -0.227 0.28
H -5.536777 2.263239 -1.802191 -0.209 -0.746 -1.015 -0.02
O 1.150240 4.366746 3.438712 1.804 -0.346 0.462 -0.18
O 0.155767 3.202809 -0.729630 0.082 -0.215 0.644 0.02
H 5.425845 -2.618464 5.518174 -0.379 0.046 -0.598 0.38
H 3.128441 -1.117515 1.399966 -0.114 0.364 -0.478 -1.37
H 1.675528 1.523858 0.725647 0.078 -0.178 -0.187 -0.12
C 4.945400 -2.925981 4.566284 0.008 0.128 -0.588 -0.75
O 6.882877 0.992804 0.938323 -0.469 -0.917 0.301 -0.37
H 7.077104 -0.451783 -1.223120 0.042 0.128 -0.119 0.02
H -5.405520 -5.572064 -2.694810 -0.027 0.396 -0.817 0.13
H -2.049531 4.010701 -0.180472 -0.614 -0.665 1.061 -0.54
C -5.927530 -1.553602 -3.702701 -1.039 0.246 0.706 0.57
C 7.365300 3.261542 1.795837 1.062 1.535 0.096 -0.41
C 5.046716 -5.993390 1.604663 -0.320 0.153 -1.885 0.32
C 7.793670 1.533131 0.386794 0.619 0.762 -1.536 0.71
H 4.300923 2.880834 6.795404 -0.059 0.216 -0.210 0.28
H -3.352517 1.196204 1.860249 0.347 0.186 0.341 0.09
H -4.890637 -5.266237 1.059797 0.134 -0.118 -0.579 0.24
H -1.083173 0.629168 -1.611708 -0.249 -0.013 0.401 -1.39
C -3.581540 2.902043 -4.651125 -0.253 0.131 0.435 -1.23
H 1.222812 -1.604222 -1.741883 0.059 -0.322 -0.193 -1.17
H 3.800346 1.309443 -4.883054 -0.840 0.590 -1.632 0.48
C -0.499131 1.608947 4.959823 -0.829 1.113 -0.531 1.46
H 0.799019 -3.274930 -4.296159 -0.129 -0.262 -0.050 0.57
H -2.691161 2.887480 1.867907 -0.061 -0.210 0.347 -0.26
N 1.972706 -1.273797 4.762368 0.639 -1.042 0.333 -0.35
C -1.491316 0.010698 -0.795951 0.718 0.069 0.108 1.33
C -2.128903 -4.550279 -3.603119 -1.279 0.327 0.500 -0.12
H 1.850811 -0.380518 -4.332678 0.232 -0.284 0.445 -0.15
O 4.325787 2.485245 -3.304004 0.523 -0.138 -0.343 -0.52
H 7.504179 5.880045 -3.535545 -0.435 0.125 -0.590 0.35
O -7.096361 0.279643 1.567123 1.301 0.170 0.538 -0.65
C -3.072818 1.550883 -4.179275 0.716 0.874 0.839 0.94
C -7.366952 0.259303 -4.106370 -1.513 0.663 1.181 -0.61
H 2.450588 3.800253 1.917916 -0.228 -0.167 -0.413 0.10
O -5.897288 3.205424 -0.122757 -0.640 0.465 2.480 -0.52
H -2.447992 -0.911970 -3.802236 0.061 -0.015 -0.339 -0.06
C -2.014013 -6.292641 -0.102975 0.428 0.067 -0.249 -0.05
C 3.151217 3.081656 3.713935 -0.948 -0.362 1.320 0.30
H -7.542358 4.945235 -5.172429 -0.381 -0.124 0.052 0.54
H -4.336968 -4.551922 -0.463949 0.643 -0.683 -0.005 0.02
H -3.619293 2.254160 3.300567 0.205 -0.045 0.300 0.28
H -0.189321 -1.895129 -3.810780 0.782 -0.146 -0.139 -0.28
C -7.120808 3.992598 -4.832037 1.468 -0.318 -0.678 -0.15
H 4.991320 0.538964 -3.963198 -0.160 0.565 0.547 0.30
H -3.265917 -4.633753 3.407119 -0.146 -0.501 0.035 0.51
H -6.779697 -0.083548 4.373717 -0.272 -0.005 -0.200 0.30
H -4.126534 -3.295489 2.506018 0.025 -0.247 1.150 0.16
H -0.641116 -0.448499 5.361709 0.125 -0.872 -0.103 0.01
H 0.040902 3.892900 1.831259 -0.236 0.266 -0.355 -0.23
O -5.280664 0.015488 2.930046 0.831 -0.422 -1.363 0.29
C 5.034876 3.734985 -1.361979 -0.784 -0.776 -1.139 -0.99
C -4.235955 -5.455260 0.182203 -1.466 -0.568 0.580 -0.61
C -0.616200 0.168322 0.462083 -0.635 0.711 -0.334 0.37
H -0.324388 -4.053783 2.991427 0.324 0.205 -0.522 0.55
H -3.436876 5.448251 3.859915 0.010 -0.355 0.340 0.38
H -1.313436 -4.655296 -2.877370 0.031 0.286 -0.493 -0.28
O -1.513035 -1.294421 -1.343345 0.438 0.314 -0.800 1.08
O -7.459801 2.903165 -5.695699 -0.360 0.838 1.204 -0.33
H 3.341652 -3.996203 5.640600 0.051 0.120 -0.619 0.53
H 6.673908 -6.300119 -1.346971 -0.175 0.200 -0.321 0.41
H -1.831561 -4.538634 -4.644568 0.614 -0.131 -0.216 0.46
C 8.140295 -0.265849 -1.122473 1.096 -0.851 0.780 -0.38
H -2.870436 5.321829 -1.109866 0.193 -0.063 0.333 0.27
O -4.759109 2.680179 1.691236 0.915 0.162 -1.460 -0.47
H -5.243570 5.080964 -4.406535 -0.202 -0.267 0.091 0.35
H 2.855295 -1.845639 -4.735133 -0.820 0.384 0.334 0.34
O 3.210769 -0.487698 -0.588593 0.668 0.048 -0.547 1.61
H -0.855062 -6.852859 1.579141 0.415 0.221 0.256 0.30
C -1.864368 -2.334506 -0.476530 -0.319 0.201 -0.369 -0.10
H 5.414993 1.680151 -1.780034 0.876 -0.649 0.220 0.29
H -1.266148 5.569505 -0.268437 -0.102 0.233 -0.036 0.35
H -7.633589 -0.008710 -5.130984 -0.225 -0.105 0.005 0.40
C -5.688885 -0.568961 -0.528666 2.032 -0.063 0.966 -1.30
H -4.263609 -6.912219 -4.458165 0.289 0.179 0.514 0.39
C 3.034956 -0.205550 0.764431 -1.122 -0.083 0.437 0.02
H 5.255842 -0.152955 -0.360743 -0.261 -0.565 -0.491 -0.29
O -5.114487 -0.408951 0.801768 0.813 0.198 -0.186 0.09
H 9.660737 8.515446 -1.977570 -0.095 -0.322 -0.612 0.23
H 4.904518 -7.220137 -0.146665 -0.171 0.885 0.401 0.41
H 4.509043 -2.415560 2.560329 0.394 0.407 0.191 -0.35
H 7.270626 -6.400898 0.244231 0.012 -0.074 0.281 0.37
C 1.677200 0.450192 0.969708 -0.233 -0.217 1.094 0.33
H -3.805260 -5.473306 -5.295058 0.148 0.203 0.560 0.34
H -1.835040 -5.735400 -1.043850 -0.548 -0.022 0.445 -0.19
O -2.950316 -5.706929 -3.363018 -0.350 0.206 -0.678 -0.38
H 1.487769 -1.297681 -5.675030 -0.562 -0.456 -0.850 0.62
O 3.476831 3.483874 5.031851 0.193 -0.056 -0.078 -0.52
C -0.393904 2.254064 7.324447 -0.566 -0.487 0.396 0.02
H -2.511020 0.311869 -0.579375 -0.266 0.342 0.206 -0.77
C -0.675030 -6.411880 0.594947 -0.086 0.123 -0.929 -1.25
H -9.384275 3.488446 -6.221962 0.222 -0.607 0.384 0.34
H 3.050833 -3.866996 1.034085 -0.972 0.039 0.305 -0.54
H 3.742308 1.953395 -1.455606 -0.794 -0.181 0.982 -0.40
H 5.838962 6.098664 -1.835831 -1.337 0.821 -0.106 0.25
H -2.736323 -1.597892 8.321631 0.154 0.040 -0.131 0.23
H 2.006226 2.390355 -2.673043 -0.265 -0.527 -0.307 0.46
C -0.312030 3.566125 -1.770580 1.261 -0.878 -2.295 0.19
H -1.035323 -0.434906 1.267769 0.066 -0.274 0.260 -0.03
H -2.697667 -3.587400 -3.455959 0.546 -0.947 0.204 0.19
H -6.061561 1.545969 4.079516 -0.204 -0.288 -0.068 0.32
H -6.246060 -5.413664 -4.299458 1.291 0.057 0.271 0.36
N 3.456384 -3.762954 -2.054183 3.681 -2.018 0.419 -0.61
H 8.717446 -0.481696 -2.027933 -0.455 0.561 -0.057 0.33
O 1.617766 -3.440053 2.438072 -0.627 0.135 -0.587 0.20
H -5.150590 0.274674 4.872025 0.659 -0.205 0.680 0.20
O 6.249724 4.093143 -1.963069 0.366 0.523 0.542 -0.26
C -4.704778 2.802690 0.339555 -2.123 0.354 0.204 0.24
O -1.302468 4.380874 -1.992258 -0.880 1.006 0.581 -0.42
H 6.370788 -3.747844 -1.026861 -0.333 -0.336 0.670 0.10
C 0.847636 -2.310877 -3.799898 -0.236 0.869 -1.011 -0.37
O -7.153145 -0.865848 -3.285310 1.556 -0.693 -0.391 -0.45
H -4.555286 -6.401519 -0.275649 -0.715 0.551 -0.624 0.48
H -6.430367 0.139496 -0.739019 -1.135 0.947 -0.083 0.67
C -6.163636 -2.980436 -3.273747 1.199 -0.184 -0.769 -1.26
H 4.440699 -5.495629 -0.403042 -0.529 0.205 0.102 -0.46
H -3.327143 3.066117 -5.708025 -0.228 -0.064 0.031 0.44
H -2.513880 -2.999415 -1.019354 0.201 -0.788 -0.563 -0.46
H -7.068971 3.319353 -1.836291 0.757 -0.690 0.840 -0.09
H -0.782975 6.168268 3.806319 0.256 -0.640 -0.276 0.40
O -2.016625 5.468995 2.335513 -0.369 -0.331 1.105 -0.07
C -6.012537 3.166094 -1.500285 -0.585 1.063 -1.671 -0.14
C 5.107111 -6.154879 0.130054 1.462 -1.159 0.081 0.50
H 1.482447 0.377712 2.096187 -0.189 -0.071 -1.276 -0.48
H 8.589673 -0.953290 -0.385571 -0.571 0.042 -0.050 0.33
H 3.136610 -3.861997 3.832571 0.245 -0.430 0.297 -0.30
N 5.037220 -5.765544 2.722630 -0.023 0.026 0.984 -0.54
H 0.995549 2.784032 5.964784 0.380 -0.070 -0.241 0.30
N -1.083726 2.464247 8.220061 0.174 0.141 -0.068 -0.58
C 3.487626 -3.365353 4.740969 0.327 -0.785 0.726 0.16
O -3.834176 2.585454 -0.447313 1.869 -0.728 0.557 0.53
C -3.140499 6.037029 3.001693 -0.248 -0.418 -0.436 -0.99
H 1.047910 1.061546 6.382224 -0.003 -0.044 0.027 0.29
H -9.388946 2.433807 -4.752330 0.804 0.481 0.193 0.33
H -6.066780 -1.569443 -0.568234 -0.183 -0.476 -0.401 0.74
C 6.913501 -4.400101 -0.321079 1.286 0.663 -0.300 -0.67
O 0.699953 -0.209857 0.159928 0.607 -0.004 0.572 0.90
H -6.509497 0.892633 -4.152683 0.779 0.542 -0.021 0.31
H 3.976864 2.751465 3.121747 1.007 -0.522 -0.122 0.51
C 2.478591 4.134299 2.950022 -0.797 1.442 -0.175 -0.60
H 1.178724 1.852237 -4.171422 0.059 0.145 -0.809 0.35
H -1.942712 1.662520 -4.172942 -0.962 -0.432 -0.401 0.03
O -3.342457 -2.800576 4.383220 0.476 0.317 1.175 -0.29
H 3.022252 5.078933 2.956398 0.175 0.194 0.090 0.32
H 1.695871 -5.938571 1.658154 -0.410 0.348 -0.597 0.40
H 4.407784 -0.988382 3.585741 0.320 0.059 0.160 0.03
H 0.046874 1.490864 4.036610 0.846 -0.376 -0.092 -0.54
O 8.453663 1.058319 -0.695349 -0.072 1.022 0.598 -0.34
H -5.477404 3.985863 -1.994286 0.247 -0.066 0.252 0.28
O 0.004809 -5.155326 0.604888 0.550 -1.016 0.176 0.55
C 1.924558 -3.862739 1.132779 1.755 -1.332 -0.445 0.57
C -2.589090 -0.599395 -4.854599 -0.451 -0.234 -0.173 -0.54
H 10.197255 7.042808 -2.859525 -0.605 0.083 0.345 0.29
H 3.783782 0.506062 1.088156 0.471 0.269 0.364 0.42
C -1.334038 0.352750 5.226915 -1.400 2.067 -0.954 -0.83
H -1.176122 -1.785646 7.456336 0.624 0.475 0.193 0.30
C 4.996111 -1.889902 3.409572 -0.215 -1.248 0.185 -0.16
O 8.224096 2.781333 0.705346 -1.158 -0.828 0.321 -0.35
H -8.193705 0.830640 -3.579179 0.792 -0.577 -0.952 0.15
O 8.223805 7.115666 -2.005850 0.036 -0.642 -0.531 -0.32
H 7.491107 2.589690 2.628460 -0.104 -0.086 0.352 0.42
C -3.299245 -3.582238 3.195083 -0.045 0.473 -0.717 0.06
H 3.855372 1.559350 5.812031 -0.199 -0.771 -0.582 0.22
C 4.272055 2.545399 5.752083 -0.133 1.430 0.623 -0.76
C -5.878835 0.463485 4.122973 -0.716 0.803 -0.291 -0.89
O -1.847976 -4.079182 5.581331 0.292 0.217 0.072 -0.59
C 9.331367 7.721689 -2.676974 0.347 -0.458 1.091 -0.72
H -4.799970 -0.372611 -1.133014 -0.360 -0.438 -0.382 -0.23
H -1.927363 0.538356 6.120252 0.012 -0.345 0.218 0.54
C -2.548151 -3.118354 5.470681 -1.883 0.769 -0.841 0.77
C 1.820313 -1.420440 -4.669145 0.257 -0.394 1.365 -1.14
C -4.043790 -5.845810 -4.275420 0.443 -0.618 -0.986 -0.71
O -3.019041 -5.776460 0.742519 2.028 1.072 0.642 -0.32
H -2.253673 -7.321631 -0.353432 -0.450 -0.319 -0.382 0.68
H 6.305202 3.327576 1.532754 0.341 -0.176 -0.246 -0.09
H -7.058743 -3.219775 -3.789825 -0.890 -0.959 -0.723 0.43
H 0.670530 5.583470 1.802443 -0.160 -0.246 0.308 0.37
H -1.610132 -0.281148 -5.278287 -0.508 -0.139 0.180 0.48
C 1.438284 -5.282566 0.783085 -0.793 0.451 1.481 -1.20
H -2.082443 0.238551 4.400978 0.793 -0.525 0.566 0.13
H 0.670092 1.181066 -2.641762 -0.229 -0.442 0.492 0.07
H 6.829172 -4.142409 0.742930 -0.038 0.790 -0.396 0.24
H -6.450183 -3.034356 -2.215667 0.791 -0.304 0.090 0.29
H 7.733037 4.287961 2.076030 -0.212 -1.112 -0.473 0.26
C -5.591934 4.159841 -4.913415 -0.623 -0.176 0.416 -0.95
C 6.621055 5.426376 -1.616881 0.992 -0.910 0.264 -0.35
H -0.263572 -2.718087 1.757355 0.495 -0.342 0.510 -0.18
H -2.451199 -3.313052 2.589473 0.798 -0.033 0.045 -0.40
O -2.839557 -2.165452 6.398390 -0.431 -0.845 -1.654 -0.29
H 0.344904 -3.142564 -1.882175 0.621 0.269 -0.179 -1.40
C -2.154679 -2.191107 7.616910 0.339 -0.593 0.771 -0.77
H 1.588296 -3.195700 0.359384 -0.514 0.708 -0.179 -0.54
C -8.850370 2.659364 -5.691210 -0.510 -0.244 -1.353 -0.89
H -3.011798 7.059400 3.351670 0.466 0.219 -0.133 0.30
H 8.586888 5.116842 -2.429794 0.394 -0.442 0.191 0.34
C 4.612228 2.369725 -1.907192 0.280 1.191 -1.282 1.12
H 6.889844 5.548988 -0.538430 -0.084 -0.307 -0.645 0.18
C 4.562050 -0.919245 -0.770608 -0.867 -0.339 1.305 -0.97
H 4.666720 -1.181438 -1.800311 0.396 0.169 -0.751 0.51
C 6.562156 -5.845811 -0.365747 -0.666 -1.167 -0.187 -1.00
O 0.142280 3.206322 -3.015269 0.015 -1.096 0.277 -0.46
H -5.872536 -1.493875 -4.799041 0.392 -0.005 0.304 0.82
H 2.373455 2.323988 3.782644 0.199 -0.872 -0.059 -0.15
H 5.440262 -3.826521 4.188117 0.218 0.189 0.344 0.30
H -0.649530 1.224527 0.823956 -0.091 -0.478 -0.475 -0.68
O -3.554908 0.449681 -4.925238 1.067 0.379 0.060 -0.49
H 5.292279 2.603095 5.392155 0.297 -0.533 -0.261 0.34
C 0.232912 -3.160051 2.649395 -0.715 0.143 0.681 -0.32
H -2.013442 -3.199527 8.015821 -0.248 -0.015 -0.162 0.35
H -3.073023 3.679464 -4.047527 0.064 -0.267 -0.236 0.26
H 7.978348 -4.273475 -0.636681 -0.600 -0.105 0.487 0.41
H -8.921963 1.730375 -6.262706 -0.409 0.232 -0.219 0.28
C 2.616459 -2.238448 4.816660 -1.439 2.364 0.126 0.12
C 7.774417 5.822907 -2.496985 1.120 1.236 0.730 -0.46
H -1.017183 2.592948 4.707440 -0.221 -1.464 0.648 -0.89
C 4.101318 1.209494 -3.891351 1.402 0.048 1.515 -0.20
H -0.123643 -7.140436 -0.045089 0.018 0.345 0.528 0.44
H 0.139549 -2.455389 3.495533 0.366 -0.092 -0.482 -0.14
C 0.387465 1.898091 6.149783 0.776 0.725 -0.046 -0.11
H -7.422789 3.751432 -3.820231 -0.221 0.127 0.273 -0.10
H 4.641167 -1.861184 -0.195050 0.516 0.273 -0.109 -0.02
H 9.071757 8.139691 -3.634790 -0.380 0.289 -0.436 0.29
O -5.024202 -3.784288 -3.739964 -1.634 0.514 0.896 -0.01
C 0.275687 4.771391 2.445634 -1.393 0.291 0.456 0.28
H 5.098682 3.648202 -0.286579 0.154 0.146 0.586 -0.14
H 1.899768 -5.722161 -0.104581 0.051 0.257 -0.179 0.47
C -0.972056 5.205821 3.266698 1.316 1.627 -1.278 -0.47
O -4.981380 3.003316 -4.412501 0.204 -0.433 0.115 0.25
C -5.912039 0.034520 1.745579 -2.831 -0.317 0.897 0.40
H -3.316057 1.442782 -3.100999 -0.152 -0.087 -0.337 -0.35
H 6.029248 -1.691184 3.154029 0.094 0.378 -0.174 0.48
```
Positions in Å, forces in eV/Å.